Record 1
A structure of composition C4H6O2 at a distorted geometry, computed with ωB97M-V with the def2-TZVPD basis set.

Positions of all 12 atoms, in Å:
C  -1.01416  -0.47754  -1.01636
C  -0.15646  -0.32883  0.22613
C  1.31929  0.04461  0.12033
O  1.19082  0.89445  1.30307
C  -0.17088  0.93367  1.21463
O  -0.86395  1.72881  1.79312
H  -0.85062  -1.39165  -1.61357
H  -2.04398  -0.48021  -0.66272
H  -0.85163  0.38899  -1.66251
H  -0.20766  -1.22455  0.86792
H  1.56057  0.65447  -0.76469
H  2.08866  -0.74223  0.19464

Summary:
- E_LUMO (eV) = 0.811
- relative energy (zero: lowest compared OMol25 entry of this formula, charge and spin) (kcal per mole) = 22.2



Record 2
A structure of composition C41H40BrF4N2O2P2SY at a distorted geometry, computed with ωB97M-V with the def2-TZVPD basis set.

Positions of all 94 atoms, in Å:
Y  13.12817  11.28559  9.05539
F  13.85183  6.55935  10.62497
C  14.22862  7.82034  10.99323
C  14.85584  7.99248  12.17805
F  15.05184  6.92332  12.98072
C  15.42560  9.19168  12.56908
F  16.34278  8.87690  13.51334
C  15.23528  10.41111  11.92790
P  15.62697  12.20901  12.36078
C  15.10185  12.59258  14.08075
C  14.67336  11.44623  14.82939
C  14.44631  11.56991  16.16993
C  14.46964  12.78876  16.81945
C  14.59205  13.94721  16.16312
C  15.03014  13.90881  14.75127
C  17.42831  12.21755  12.19907
C  18.31267  13.28777  12.48394
C  19.52594  13.40055  11.80008
C  20.02407  12.40894  10.95878
C  19.22483  11.26339  10.87563
C  17.98991  11.14252  11.49886
C  14.59200  10.22397  10.71813
Br  15.94262  11.89730  8.39549
C  14.19067  8.98459  10.18496
F  13.42846  8.93998  9.00896
H  14.59769  10.43408  14.41650
H  14.22256  10.59996  16.70883
H  14.28574  12.78009  17.90662
H  14.35871  14.91274  16.62839
H  16.06645  14.04933  14.69933
H  17.99004  14.04827  13.24374
H  20.05136  14.36596  11.87922
H  20.91136  12.48634  10.34881
H  19.50667  10.46043  10.16286
H  17.44169  10.27296  11.31024
H  14.49912  14.49631  14.13638
O  12.89036  11.95141  7.12690
H  4.74300  10.10715  7.64035
H  12.80502  11.55160  6.23100
O  10.76860  9.90779  8.44251
P  9.76785  8.81880  8.84170
C  9.76202  7.45338  7.74099
C  8.58685  6.66748  7.45423
C  8.67661  5.76769  6.42314
C  9.95095  5.11505  6.11661
C  11.14201  5.70235  6.66250
C  10.93406  7.03483  7.14752
C  9.78005  8.57641  10.68909
C  8.87688  7.71918  11.33427
C  9.00586  7.32389  12.62805
C  10.02398  7.84561  13.39947
C  10.93714  8.67095  12.77108
C  10.86631  8.97512  11.42641
C  8.24006  9.54106  8.54333
C  7.38979  10.08287  9.47258
C  6.08523  10.50548  9.13176
C  5.68627  10.24612  7.75267
C  6.59847  10.21827  6.87789
C  7.92446  9.75755  7.21022
H  7.65499  6.68412  8.05127
H  7.75135  5.49663  5.89328
H  10.09495  4.30588  5.41216
H  12.13884  5.34149  6.58898
H  11.80272  7.73183  7.00589
H  7.98242  7.33880  10.76274
H  8.28199  6.55789  12.89481
H  10.12562  7.63757  14.45826
H  11.79858  9.08240  13.29944
H  11.64289  9.56800  10.92267
H  7.73282  10.49545  10.42329
H  5.74843  11.57105  9.19300
H  5.43155  9.88646  9.74705
H  6.49384  10.51797  5.82892
H  8.85125  9.37067  6.42474
C  13.69858  17.93765  11.00628
C  12.76564  16.84056  10.46409
N  13.43933  15.55940  10.72526
C  13.34672  14.67033  9.76471
S  12.23084  13.40074  10.16037
N  13.70117  14.89440  8.48602
C  14.62258  15.93361  7.97964
C  14.10507  16.91506  6.92264
H  13.15526  18.92918  10.95067
H  14.58369  18.11829  10.36814
H  14.06256  17.73509  12.03284
H  12.61703  17.00276  9.41462
H  11.77158  16.76334  10.90666
H  13.25921  15.15053  11.66549
H  13.58798  14.08874  7.86458
H  15.45225  15.32777  7.53754
H  15.02192  16.49651  8.82931
H  14.37877  16.61876  5.88505
H  14.50345  17.91542  7.10997
H  13.02102  16.99830  6.94505

Summary:
- E_LUMO (eV) = -7.471
- total charge = +2



Record 3
A cluster of 14 separate species, C29H82F6N2O16S2 in total at a distorted geometry, computed with ωB97M-V with the def2-TZVPD basis set.

Positions of all 137 atoms, in Å:
N  -1.67654  -0.44724  -3.31121
H  -1.17241  -0.98374  -4.01343
H  -2.66548  -0.44106  -3.52090
H  -1.30752  0.49121  -3.43339
H  -1.40969  -0.83980  -2.40860
C  -1.54846  1.30256  -0.35073
F  -1.69355  2.13538  0.70693
F  -2.45955  1.58464  -1.23859
F  -0.35318  1.57275  -0.85507
S  -1.77109  -0.53939  0.40691
O  -1.16764  -0.41983  1.71667
O  -3.18273  -0.81390  0.35427
N  -0.96247  -1.35880  -0.92706
S  0.38858  -1.74179  -0.22899
O  1.18802  -0.68165  0.33186
O  0.24255  -2.92449  0.61767
C  1.50394  -2.22900  -1.78281
F  2.66896  -2.83738  -1.54543
F  0.75886  -3.10963  -2.46373
F  1.71635  -1.10470  -2.46679
O  -0.30144  -1.97595  -5.00811
H  -0.74655  -2.48276  -5.68955
H  0.63140  -2.14666  -5.15073
O  -2.62464  -3.31498  -1.56493
H  -2.13418  -2.50583  -1.38720
H  -1.97936  -3.90758  -1.95355
O  3.43208  -4.66219  -3.40368
H  3.16421  -4.72261  -2.48523
H  4.25730  -5.14801  -3.44484
C  1.98483  2.82724  3.25682
C  2.79466  1.70487  3.86303
C  2.96996  1.83672  5.40217
O  2.01102  0.62405  3.66227
H  2.63997  3.69388  3.14964
H  1.06355  3.10620  3.76808
H  1.64421  2.60260  2.24508
H  3.76026  1.58630  3.36784
H  3.73282  1.16145  5.78877
H  2.00292  1.80522  5.90285
H  3.39169  2.82480  5.59315
H  2.06595  0.46519  2.71590
C  -0.09048  6.26989  2.29322
C  -1.55706  6.30287  1.81444
C  -1.61847  6.86936  0.39329
O  -1.99538  5.00014  1.74088
H  -0.08248  5.85115  3.29978
H  0.37827  7.25482  2.29196
H  0.62073  5.68997  1.70410
H  -2.22600  6.91131  2.42256
H  -1.18009  7.85940  0.25906
H  -2.63002  6.99223  0.00505
H  -1.05068  6.27514  -0.32409
H  -1.65065  4.47050  1.01866
C  -4.70391  1.75946  2.29648
C  -5.87013  1.93111  1.33922
C  -5.44066  2.28135  -0.07517
O  -6.60891  0.74947  1.28009
H  -3.84175  1.21667  1.90700
H  -5.01290  1.17036  3.16043
H  -4.24124  2.65669  2.70894
H  -6.56529  2.68974  1.69924
H  -6.34771  2.36614  -0.67440
H  -4.67540  1.64318  -0.51664
H  -4.98979  3.26680  -0.20378
H  -6.10230  0.08777  0.80183
C  -0.54417  3.97944  -3.24526
C  -1.73037  3.35212  -3.99534
C  -1.94715  4.13280  -5.32745
O  -1.18011  2.11074  -4.19836
H  -0.25456  3.38119  -2.38319
H  -0.91090  4.98295  -3.02504
H  0.27148  4.02585  -3.96726
H  -2.61753  3.31071  -3.36419
H  -1.05469  4.37058  -5.90580
H  -2.50642  5.04641  -5.12470
H  -2.62290  3.54228  -5.94729
H  -0.36729  2.25922  -4.68843
C  6.82136  -1.00731  -3.61164
C  5.31116  -1.24682  -3.38168
C  4.55761  -1.68894  -4.70133
O  5.30645  -2.18699  -2.28787
H  7.36929  -0.52344  -2.80443
H  6.86069  -0.27163  -4.41817
H  7.28522  -1.82851  -4.15817
H  4.83943  -0.30654  -3.09266
H  5.02470  -1.09690  -5.48804
H  3.52641  -1.40862  -4.48720
H  4.66175  -2.75233  -4.91374
H  4.51215  -2.71426  -2.16694
C  -1.76145  -6.08346  0.62048
C  -1.57195  -5.18806  1.90854
C  -2.28179  -5.76659  3.11461
O  -0.18494  -5.30791  2.22271
H  -1.24907  -7.04504  0.65674
H  -1.62272  -5.52809  -0.30626
H  -2.77963  -6.47670  0.64777
H  -2.00352  -4.21681  1.66468
H  -2.18915  -6.85191  3.15407
H  -3.35637  -5.58286  3.08542
H  -1.85995  -5.23223  3.96565
H  0.32364  -4.67184  1.71231
C  -5.80206  -2.46137  5.07333
C  -5.69722  -1.58334  3.79603
C  -5.46328  -2.23903  2.46938
O  -6.99202  -0.94046  3.69839
H  -6.72532  -3.02897  4.95544
H  -5.84876  -1.94324  6.03062
H  -4.88912  -3.05790  5.07786
H  -4.88195  -0.89571  4.02827
H  -6.05926  -3.15212  2.45139
H  -4.41410  -2.50654  2.33904
H  -5.72827  -1.60899  1.62206
H  -6.90075  -0.32927  2.95935
C  4.87051  3.79488  -1.60843
C  3.49384  3.14025  -1.26775
C  3.59481  1.68526  -0.61810
O  2.94944  3.92735  -0.27891
H  5.53560  3.57292  -0.77452
H  4.64843  4.79759  -1.97121
H  5.27746  3.25523  -2.46522
H  2.82679  3.14748  -2.12981
H  2.67786  1.49943  -0.05879
H  4.41566  1.56429  0.08951
H  3.69159  0.89561  -1.36393
H  3.50249  3.90927  0.50602
C  3.51378  -4.86297  2.27115
C  3.76410  -4.12222  0.96187
C  4.43606  -2.78248  1.19124
O  4.49798  -4.97043  0.11456
H  3.22210  -5.90262  2.11741
H  2.61918  -4.50917  2.78461
H  4.43388  -4.87824  2.85560
H  2.85936  -3.91272  0.39184
H  3.74240  -2.09356  1.67339
H  4.67602  -2.39674  0.20033
H  5.31445  -2.96201  1.81167
H  5.38841  -5.11158  0.44627

Summary:
- E_LUMO (eV) = -0.702
- relative energy (zero: lowest compared OMol25 entry of this formula, charge and spin) (kcal per mole) = 68.1



| no. | calculated total energy (Ha) |
| --- | --- |
| 1 | -306.47086 |
| 2 | -5938.28652 |
| 3 | -3862.84174 |